# 1
Here is C24H28CrN6O6 as an isolated structure from the OMol25 dataset. Energies are from wB97M-V/def2-TZVPD.

Geometry (Å):
H 0.295381 4.053869 -0.530601
H 4.871789 4.126721 2.824119
N -0.637446 2.999009 -2.676284
H 8.218711 0.738315 -0.774575
C 6.132568 1.077373 0.835742
H -2.535357 0.471888 1.683541
H 1.602596 -4.015448 -1.043602
C -0.461236 2.402094 -1.489303
C -0.727226 4.438289 -2.893857
C 3.634665 0.136532 -4.193746
H 2.808256 1.419172 6.116327
H -2.652489 1.278989 3.999266
H 1.211032 0.649452 6.244450
H -0.865727 2.360960 -3.418054
N -1.862175 -1.878326 -0.437506
O -1.347231 -1.797900 -1.613218
H 1.339545 2.390406 5.902909
H 3.588721 -2.017189 -4.220154
H -0.025415 2.664860 0.436063
C 4.319250 2.326659 1.782654
H 1.778358 -2.536929 -0.098266
H 2.803774 0.335687 2.614014
H 4.112343 0.218878 -5.165509
C 3.347099 -1.107725 -3.675773
O 6.481995 -0.006123 0.107208
H 7.989770 -1.021852 -0.796095
C 0.693001 0.981688 3.697385
H -1.363055 4.623086 -3.754569
N 1.805216 -0.214184 -0.370642
Cr -0.400272 -0.533251 -0.245884
O -0.947602 -2.291111 0.409274
C 1.576334 -2.932119 -1.083112
H 4.332613 -0.300087 -0.236471
C -0.376508 0.334824 1.607525
C -0.521874 1.257387 4.287193
H 3.530218 2.272208 -3.840139
H 0.594772 -2.608917 -1.397627
N -0.178554 3.177414 -0.418620
H 2.466594 1.997085 -1.622705
O 1.885494 1.131446 4.334750
C 2.709810 1.125206 -2.224467
C 2.552104 0.092594 0.652189
C 1.796732 1.413526 5.728486
C 5.234890 3.269395 2.267344
C 2.418131 -0.130626 -1.674884
O -0.583625 1.186053 -1.346162
H 3.258634 2.466487 1.967724
H -1.185111 4.928699 -2.036140
C 3.311238 1.279938 -3.457944
H 8.093443 1.893936 1.102029
C 2.746533 -1.263319 -2.421089
N 2.093371 0.264098 1.910115
C 6.586370 3.113879 2.032178
C 4.756765 1.211982 1.078320
C 7.872027 -0.124233 -0.201190
C -1.611015 0.627436 2.233674
H 7.302360 3.839772 2.406284
H -0.574843 1.598915 5.315375
N 3.927656 0.205603 0.530888
H 0.243149 4.896137 -3.085958
C 7.035908 2.012251 1.302677
O 2.593262 -2.551774 -2.035739
C 0.760038 0.526479 2.373818
H 8.466639 -0.214222 0.710452
C -1.689447 1.077879 3.539732

Atomic forces in eV per Å
-0.046 0.128 0.023
0.006 -0.101 -0.056
-0.073 0.313 -0.274
-0.035 -0.009 -0.013
0.047 0.184 0.108
0.071 -0.012 0.003
0.049 -0.104 -0.103
0.147 0.196 0.607
-0.014 -0.291 0.011
0.010 0.173 0.048
0.131 -0.017 -0.042
0.085 -0.014 -0.050
0.034 -0.016 -0.026
0.002 0.010 -0.107
-0.507 -1.009 0.016
-0.213 0.242 -0.228
0.034 0.004 -0.020
-0.046 0.152 0.076
0.029 -0.072 0.128
-0.018 0.066 0.070
0.115 -0.021 0.205
0.129 0.010 0.210
-0.076 0.007 0.112
0.089 -0.105 -0.102
0.612 -0.386 -0.340
-0.104 -0.087 -0.037
-0.208 0.068 -0.049
-0.014 -0.010 -0.048
0.027 0.313 -0.154
1.162 1.112 0.122
-0.479 -0.020 0.138
0.458 -0.092 -0.289
0.102 -0.017 -0.211
-0.261 0.063 0.196
-0.358 0.006 0.005
-0.025 -0.126 0.046
-0.003 -0.047 -0.239
0.158 0.292 0.203
-0.007 -0.042 -0.033
0.362 0.075 0.710
-0.122 0.085 0.224
0.023 0.094 -0.232
0.114 0.003 -0.168
-0.158 -0.115 -0.065
-0.095 0.078 0.352
-0.396 -0.629 -0.708
0.159 0.002 -0.018
-0.041 -0.056 0.037
0.017 -0.153 -0.087
-0.143 0.066 0.074
-0.152 -0.256 -0.060
-0.613 0.003 -0.181
0.006 -0.030 -0.005
-0.321 -0.050 -0.019
-0.246 -0.043 0.019
0.218 0.081 0.019
-0.111 -0.099 -0.061
-0.070 -0.052 -0.223
0.098 0.325 0.401
0.102 -0.040 0.010
0.041 0.249 0.143
-0.083 -0.179 0.298
0.351 -0.039 -0.311
-0.027 -0.029 -0.002
0.079 -0.032 -0.051

Results
gap between HOMO and LUMO (spin up / spin down): 7.4 / 8.1 eV
multiplicity: 5
energy relative to the best compared isomer or geometry (same formula, charge and spin): 12.33 kcal/mol
F_max: 0.03137 hartree/bohr
net charge: 0
E_HOMO (spin up / spin down): -7.11 / -7.82 eV

natural (NBO) population analysis, charges in e, atoms 1 to 8:
1. H 0.3939
2. H 0.2151
3. N -0.6020
4. H 0.1810
5. C 0.3396
6. H 0.2081
7. H 0.1941
8. C 0.8209

---

# 2
Here is C5H12GaINO2S as an isolated structure from the OMol25 dataset. Energies are from wB97M-V/def2-TZVPD.

Geometry (Å):
H 2.696029 0.133441 0.988244
H -1.722864 -1.673988 -1.828393
H 0.451299 -1.137576 1.167070
C -2.074869 -1.535608 0.254207
H -2.521529 -0.549613 0.136537
H 0.751065 -1.639567 -1.775572
N -1.052095 3.109532 -0.791598
C -1.164286 -1.895894 -0.913480
H -1.575658 -1.569276 1.219916
S 2.228182 3.647498 1.352055
O 0.140424 2.504285 -0.980567
I -0.944644 1.545197 2.521458
H 2.305036 0.357810 -0.722006
H -2.896855 -2.255420 0.299351
C 1.875734 0.212427 0.273816
Ga 0.887142 1.900329 0.687132
H 2.625392 3.267747 2.570507
C 0.154941 -1.129116 -1.012351
H -0.995301 -2.976181 -0.936707
H 1.701863 -1.932274 0.234870
O -1.879298 2.805353 -1.593272
C 1.030355 -1.066221 0.245699
H -0.020063 -0.122885 -1.396917

Atomic forces in eV per Å
0.065 0.010 0.024
0.017 -0.133 -0.084
-0.132 0.017 -0.029
-0.218 -0.282 -0.013
0.144 0.125 0.038
0.010 0.182 -0.177
0.127 -0.095 0.098
-0.238 0.228 -0.172
0.064 0.066 0.010
-0.001 0.282 -0.297
-0.726 -0.060 0.144
0.056 -0.016 -0.115
0.197 0.083 0.025
-0.064 0.028 0.009
-0.392 0.023 -0.091
0.539 0.004 0.252
-0.158 -0.267 0.035
0.156 -0.301 0.045
0.160 -0.029 0.178
-0.062 -0.115 0.106
0.351 0.073 -0.133
0.264 0.071 -0.001
-0.157 0.107 0.148

Results
gap between HOMO and LUMO: 8.2 eV
energy relative to the best compared isomer or geometry (same formula, charge and spin): 0.00 kcal/mol
F_max: 0.01445 hartree/bohr
net charge: -1
E_HOMO: -5.23 eV

natural (NBO) population analysis, charges in e, atoms 1 to 8:
1. H 0.2137
2. H 0.1941
3. H 0.2013
4. C -0.6111
5. H 0.2172
6. H 0.1893
7. N 0.3514
8. C -0.3874

---

# 3
Here is C8H6AlN2O4 as an isolated structure from the OMol25 dataset. Energies are from wB97M-V/def2-TZVPD.

Geometry (Å):
Al 0.197906 -1.207410 -1.337507
H -0.760982 -2.457704 1.010396
N 0.536122 0.081759 2.638970
H 1.728041 2.339374 1.121694
C -0.232063 -1.616565 1.392056
C 2.304135 -1.771804 -1.917818
H -0.101149 -1.873451 3.591139
H -0.027879 2.556930 1.548753
O -0.630793 -0.297410 -4.288993
H 0.422714 2.067745 -0.121698
C 0.535949 0.492370 1.347755
C -1.861248 -2.148794 -1.258118
C -1.744767 3.338725 -2.084949
C 0.687647 1.930572 0.952171
C -0.286290 -0.388314 -3.182415
C 0.052460 -1.269209 2.708501
H 0.771820 0.658285 3.513559
N 0.160046 -0.540653 0.555774
O 3.317622 -1.979771 -2.463234
O -3.002961 -2.337555 -1.364903
O -2.066329 4.422889 -2.361130

Atomic forces in eV per Å
0.047 1.056 3.149
-0.001 -0.700 0.047
-0.554 -1.384 0.302
-1.076 -0.530 -0.110
1.165 1.170 2.173
5.297 -1.267 -3.518
0.125 0.389 0.213
0.610 -0.597 -0.454
1.998 -0.184 6.331
0.218 -0.074 0.744
0.225 0.799 1.140
-5.601 -0.722 -0.995
-1.367 4.801 -1.285
0.553 0.598 -0.337
-2.054 0.335 -6.731
-0.070 0.975 -2.459
-0.440 -0.879 -1.852
-0.682 -1.005 -2.002
-6.154 1.260 3.609
6.336 0.871 0.763
1.424 -4.911 1.275

Results
gap between HOMO and LUMO: 5.7 eV
energy relative to the best compared isomer or geometry (same formula, charge and spin): 6.06 kcal/mol
F_max: 0.14089 hartree/bohr
net charge: +3
E_HOMO: -20.59 eV

natural (NBO) population analysis, charges in e, atoms 1 to 8:
1. Al 1.6152
2. H 0.2381
3. N -0.4572
4. H 0.3042
5. C -0.1401
6. C 0.5116
7. H 0.3059
8. H 0.3077

---

# 4
Here is one molecule with the formula C4H7FN2O from the OMol25 dataset. Energies are from wB97M-V/def2-TZVPD.

Geometry (Å):
C 0.510116 -0.966599 -1.622850
H 1.162868 1.109907 -1.737270
H -0.486757 -1.397293 1.373012
N -0.336930 -1.456793 -0.739959
H -2.480732 1.118935 2.228137
H -1.135564 -0.385606 2.679380
H -0.605900 1.559506 2.525690
C -0.984332 0.482858 0.702685
C -1.264746 0.686341 2.117979
F 2.534583 -0.049076 -2.711260
O -1.009664 1.315440 -0.248858
H 2.497575 0.082058 -0.821342
C 1.629608 0.133138 -1.656235
N -0.353930 -0.761792 0.524604
H 0.323804 -1.471023 -2.613712

Atomic forces in eV per Å
-1.103 -1.058 0.102
0.040 0.128 0.108
0.197 0.857 -2.313
2.072 2.255 -0.652
3.660 -1.475 -0.204
-0.454 3.212 -0.812
-1.146 -1.858 -0.537
2.340 0.747 -4.162
-2.929 0.999 2.958
-1.128 -0.295 -0.809
-0.558 -2.112 2.812
-3.038 0.164 -0.773
1.997 -1.017 2.207
-0.600 -1.077 1.136
0.649 0.530 0.939

Results
gap between HOMO and LUMO: 10.2 eV
SMILES: CC(=O)N/N=C\CF
energy relative to the best compared isomer or geometry (same formula, charge and spin): 80.23 kcal/mol
F_max: 0.09399 hartree/bohr
net charge: 0
E_HOMO: -9.54 eV

natural (NBO) population analysis, charges in e, atoms 1 to 8:
1. C 0.0961
2. H 0.2196
3. H 0.3855
4. N -0.2417
5. H 0.2586
6. H 0.2159
7. H 0.2667
8. C 0.6199

---

# 5
Here is a 6-piece molecular cluster, C39H38ClF3N3O2 overall from the OMol25 dataset. Energies are from wB97M-V/def2-TZVPD.

Geometry (Å):
C -5.187834 -1.914318 0.688247
C -7.916200 3.865084 -4.781614
C -2.018943 -6.391252 -7.586447
C -7.485933 1.755561 -3.685249
H -9.148063 3.877748 -1.611699
H -3.072269 -2.408143 -1.928497
H -8.953817 5.342576 -3.605313
C -0.692435 -4.396103 -7.275711
C -4.300611 -0.661179 -1.641215
H 2.743295 1.337939 1.276975
N 3.114996 -3.455379 -2.211093
N 4.070744 -0.138484 0.029211
H -7.837821 4.504097 -5.657188
O 1.418317 -5.272578 -1.653646
H 0.247514 -4.181490 -5.348621
H -3.951274 -0.170980 -2.545860
H -1.398246 -1.087565 2.444927
C -0.388519 -4.800781 -5.975561
H 6.128514 -1.868780 -0.354853
H -7.069543 0.752271 -3.705652
H 5.626062 1.445572 7.944088
C -8.120176 2.224399 -2.534530
H 3.795619 3.576635 11.197335
N 5.598380 -1.788258 -1.270132
C 4.536527 3.225694 7.408450
H 0.255631 -1.867127 1.948652
C 4.183394 -1.388666 -0.848456
C 6.074953 3.814986 2.713694
H 5.609770 -2.768606 -1.650968
H 0.409760 -2.353724 -1.086882
H -1.734740 -4.882145 -9.097592
C 3.687735 3.765353 3.079590
H -3.864746 -3.524645 0.141335
C 3.518337 4.429850 9.238481
H 4.715562 2.529245 1.645309
C 1.375241 -1.760171 -0.781799
C 3.781242 4.301876 7.874929
C -7.388117 2.574648 -4.809736
H -5.530199 -2.400343 1.597616
C -5.245397 -0.035121 -0.828665
F 3.651357 -2.684311 -4.592935
C -4.249946 -2.544537 -0.129148
C 1.366028 -0.403315 0.191559
C -0.900959 -5.999901 -5.481191
H 2.935815 5.122653 4.574759
C 3.815641 4.756440 4.052355
H -6.899112 2.207368 -5.708696
H 2.931911 5.269939 9.602131
F -1.038432 0.504567 -0.340478
H -6.421371 -0.170356 0.971727
C 5.032383 2.281148 8.306729
C 2.839062 -2.263709 -1.321828
H 6.955127 3.447823 2.192420
C 5.073777 5.277925 4.355114
C 4.766333 2.407020 9.669910
C -1.719616 -6.793257 -6.284517
H -0.296439 -3.460019 -7.659958
C 6.203379 4.803368 3.689078
H 0.067465 0.869614 1.570852
H -0.662685 -6.315909 -4.468515
C 4.816268 3.297428 2.406977
C 2.755981 0.381836 0.573007
H 5.150833 1.669590 10.369530
C 2.645120 -3.255798 -3.633798
H 2.707390 3.357915 2.844929
C 2.651783 -4.763208 -1.610246
H 4.739342 3.124299 6.345919
H -2.653782 -7.011170 -8.214081
H -1.218984 -2.017019 0.711287
H 3.397887 5.040259 7.175593
C -0.148577 0.032319 0.747745
C -1.503483 -5.194024 -8.082143
C -8.651583 3.513449 -2.507623
H -2.123146 -7.724656 -5.897159
C -0.721155 -1.333225 1.521913
O 1.421677 -3.489069 -4.114664
H -8.199971 1.584971 -1.659311
Cl 5.503654 0.782021 0.461996
C -5.687585 -0.660100 0.336942
H 5.173368 6.052831 5.110307
F 3.704936 -5.552992 -0.868500
C -3.804903 -1.917932 -1.292844
H 7.184616 5.204764 3.929793
C 4.006311 3.480290 10.135713
C -8.545582 4.335848 -3.628888
H -5.636841 0.941124 -1.103627

Atomic forces in eV per Å
0.050 0.107 -0.112
-0.017 -0.096 0.169
0.106 0.089 0.129
-0.065 0.183 0.024
0.077 -0.054 -0.141
-0.118 0.030 0.026
0.046 -0.151 -0.007
-0.099 -0.235 0.062
-0.032 -0.089 0.140
0.348 -2.293 -1.762
-1.002 0.151 0.192
-2.948 -2.092 -1.056
-0.014 -0.097 0.129
9.378 3.991 0.262
-0.552 -0.424 -0.586
-0.069 -0.063 0.115
1.069 -0.372 -2.169
-0.106 -0.019 -0.108
-0.427 0.504 -1.373
-0.068 0.102 0.000
-0.088 0.127 0.061
0.046 0.113 -0.163
0.041 -0.005 -0.158
-3.505 -0.072 2.811
-0.043 0.013 0.186
-2.196 1.059 -0.908
-0.503 -0.443 -0.025
-0.191 -0.003 0.063
-0.539 1.280 0.159
2.024 1.347 0.696
0.025 -0.052 0.160
0.246 0.070 0.051
-0.088 0.108 -0.043
0.059 -0.106 -0.050
-0.076 0.591 0.423
4.811 1.647 0.373
0.098 -0.179 0.114
-0.050 0.064 0.128
0.026 0.052 -0.136
0.069 -0.108 0.029
-2.951 -1.945 4.025
0.010 0.150 -0.014
2.607 -0.838 -1.584
-0.070 0.046 -0.205
0.128 -0.058 -0.088
0.097 -0.044 -0.073
-0.082 0.057 0.140
0.089 -0.138 -0.054
2.540 -1.244 2.718
0.103 -0.077 -0.098
-0.107 0.119 0.066
-0.810 3.602 2.594
-0.066 0.081 0.072
-0.058 -0.156 -0.172
-0.076 0.129 -0.108
0.066 0.135 -0.071
-0.044 -0.125 0.038
-0.098 -0.064 -0.042
-0.896 -1.488 -2.196
-0.040 0.036 -0.125
-0.096 0.244 0.246
-2.445 -3.268 -2.093
-0.057 0.113 -0.103
-5.955 -0.228 -4.544
0.046 0.108 0.057
-6.023 -4.366 0.933
-0.010 0.030 0.119
0.098 0.096 0.096
0.705 1.319 1.797
0.046 -0.084 0.100
0.941 -0.454 0.995
0.030 -0.015 0.124
0.085 -0.036 -0.112
0.056 0.119 -0.063
1.094 0.379 -0.406
9.655 1.971 4.321
-0.015 0.070 -0.119
-1.140 -1.681 -0.905
0.142 -0.112 -0.086
-0.009 -0.136 -0.104
-3.143 3.353 -2.686
-0.096 0.143 0.143
-0.174 -0.065 -0.050
0.056 -0.031 -0.191
0.075 -0.184 -0.026
0.066 -0.139 0.025

Results
gap between HOMO and LUMO: 4.7 eV
F_max: 0.20925 hartree/bohr
net charge: +1
E_HOMO: -10.56 eV

Löwdin population analysis, charges in e, atoms 1 to 8:
1. C -0.0950
2. C -0.0949
3. C -0.0934
4. C -0.1034
5. H 0.1009
6. H 0.0958
7. H 0.1014
8. C -0.0903

---

# 6
Here is C2H2Br3NO3 as an isolated structure from the OMol25 dataset. Energies are from wB97M-V/def2-TZVPD.

Geometry (Å):
H -0.566473 1.465770 -1.400748
H 0.842781 -0.861054 1.693838
O -1.126067 1.303565 -0.687366
Br -3.768578 -1.894934 -0.577497
C 0.782070 -0.513832 0.732062
C -2.998758 -0.102603 -0.204912
Br -3.954693 1.181061 -1.205248
Br -3.261148 0.352041 1.841255
N -1.505770 -0.020030 -0.496398
O 1.535861 0.042703 0.046485
O -0.653174 -0.550214 0.589609

Atomic forces in eV per Å
1.546 -0.856 -2.311
0.664 -1.514 2.478
-2.538 0.294 3.574
0.964 1.010 0.388
-3.753 1.982 -2.176
1.512 -0.120 2.223
0.038 0.073 -0.207
0.010 -0.445 -1.528
1.582 -0.303 -1.439
1.403 0.236 -1.217
-1.428 -0.356 0.214

Results
gap between HOMO and LUMO: 9.5 eV
energy relative to the best compared isomer or geometry (same formula, charge and spin): 23.44 kcal/mol
F_max: 0.09275 hartree/bohr
net charge: 0
E_HOMO: -10.09 eV

natural (NBO) population analysis, charges in e, atoms 1 to 8:
1. H 0.4931
2. H 0.1480
3. O -0.5661
4. Br 0.1362
5. C 0.6687
6. C -0.1613
7. Br 0.1902
8. Br -0.0029